(1)
# C33H41BrFN5O2SiW

A structure of composition C33H41BrFN5O2SiW (ωB97M-V with the def2-TZVPD basis set, the OMol25 dataset).

Last column: Mulliken charge in e.
CARTESIAN COORDINATES (ANGSTROEM)
C -3.4437 -3.0005 -1.0461  -0.928
C -0.2350 2.2850 1.4642  1.338
C 1.9365 3.0085 0.7360  -0.378
H -5.3168 2.5692 1.5741  0.460
H 1.6532 -2.5135 3.7538  0.329
O -0.9211 -0.9631 0.5726  -0.580
H -4.0753 -6.1230 -0.5516  0.379
C 1.5430 -3.1534 -1.4783  -0.706
H 2.0292 6.3935 0.3052  0.417
H 4.3182 -0.4219 -1.6398  0.374
H 3.1247 -3.6677 1.3338  0.198
N -3.0534 3.6030 2.4432  -0.113
H 3.1793 5.1907 -0.2800  0.382
C 3.6703 -1.7411 2.1411  -0.849
C -2.9940 -4.2835 -0.8136  0.054
H 3.1813 5.6595 1.4154  0.356
H -0.0248 -4.5819 1.8439  0.296
H -1.1893 3.5552 -2.1982  0.510
H -2.2449 0.4673 0.5719  -0.217
C -0.0954 -3.5545 1.4733  -0.785
H -1.5591 -5.4099 0.3106  0.513
H 2.8118 3.2575 -3.7518  0.496
C -0.1061 1.7852 -1.7495  0.019
H -4.9993 0.8875 1.9328  0.394
H -3.7677 4.2820 2.6716  0.340
C 0.2850 4.6353 1.2971  -1.118
C -0.6732 3.6202 1.6307  0.491
H 3.0263 1.0287 -2.7893  0.371
H 4.3892 -1.5809 -2.9497  0.494
Br 1.0566 0.1405 3.6587  -0.346
H 4.2948 -2.1482 -1.2911  0.361
C -3.4782 2.2135 2.6430  0.126
H -4.5419 -5.2099 -1.9857  0.374
N -3.1499 0.4451 0.0799  0.429
H 1.7690 -0.4486 -4.4109  0.389
H -3.3886 2.4942 -0.1244  0.218
C -4.5262 1.8151 1.6052  -0.859
C 0.8102 3.5666 -3.0245  -0.684
H 3.7639 -1.2658 3.1207  0.366
C -3.4825 -0.6280 -0.5563  0.076
H 1.4485 -4.1714 3.1872  0.582
H -4.8136 1.5348 -0.5190  0.556
H 1.9188 -2.2013 -4.4868  0.420
C -3.9889 1.6356 0.1855  -0.857
F -1.1521 1.2465 -1.1020  0.316
H 1.6965 -3.2255 -0.4035  -0.163
C 3.9298 -1.3814 -1.9784  -1.234
C -0.2533 3.0260 -2.3136  -0.834
H 0.5027 -3.3856 -1.7061  0.192
C -1.1701 -3.3284 0.5156  0.563
H -3.9113 2.1605 3.6418  0.356
C 2.8429 0.1201 0.6770  -0.989
H -4.3594 -2.8510 -1.6083  0.419
H 3.7709 -3.6942 2.9638  0.443
C 2.5362 5.4633 0.5573  -1.858
C -1.5621 -2.0257 0.1731  1.282
C -2.7769 -1.8705 -0.5359  0.339
H 0.7170 4.5505 -3.4638  0.473
H -0.0207 5.6712 1.3992  0.391
C 2.1051 1.5758 -2.6541  -0.308
H 0.4023 -1.4733 -3.9649  0.320
C 1.5533 4.3663 0.8646  -0.214
N 0.7132 -2.6708 1.9002  0.057
H 3.6934 0.6578 0.2725  0.793
W 0.8352 -0.1339 1.1445  1.683
H -4.4347 -0.6026 -1.0808  0.515
C 1.0703 0.9996 -1.8621  0.378
H -3.0225 -6.1009 -1.9606  0.366
C 1.9899 2.8354 -3.1902  -1.106
H 2.9463 2.8057 0.3899  0.280
C 3.1110 -3.1430 2.2927  -0.521
C -1.8819 -4.4137 0.0232  -0.564
C 1.0611 1.9932 1.0166  1.399
C -1.9215 4.1318 2.0547  -0.395
N 1.1814 -0.1920 -1.2218  0.031
H 2.1679 -3.9163 -1.9508  0.517
N 2.7525 -0.8942 1.3912  0.288
O -0.8791 1.1579 1.6388  -1.698
C -3.6990 -5.4937 -1.3588  -1.711
C 1.7008 -3.1551 2.8748  -1.249
C 1.4893 -1.3759 -3.9135  -1.177
H -1.9672 5.2171 2.0529  0.445
H 4.6430 -1.7244 1.6478  0.470
H -2.6015 1.5760 2.6211  -0.272
Si 2.0604 -1.5085 -2.1492  0.292

Cartesian forces (eV/Å) of the 3 atoms listed first:
C 0.0 0.0 0.0
C 0.0 0.0 0.0
C 0.0 -0.1 0.0

DFT total energy = -128883.0789 eV
Gap between HOMO and LUMO (spin up / spin down) = 0.26011 / 0.21233 Ha
Largest force on an atom = 0.6 eV Å⁻¹
Spin multiplicity = 3
Relative energy (zero: lowest compared OMol25 entry of this formula, charge and spin) = 330.2 kJ/mol
Net charge = +2

***

(2)
# C18H19N3O6

An isolated molecule of C18H19N3O6 (ωB97M-V with the def2-TZVPD basis set, the OMol25 dataset).

Last column: Mulliken charge in e.
CARTESIAN COORDINATES (ANGSTROEM)
O 0.5959 -0.1368 3.0519  -0.539
H -1.0728 3.8552 -8.4708  0.380
C 0.4936 2.9826 -7.3003  -0.541
C 0.4884 2.1836 -3.6404  0.595
C -1.6695 0.3489 0.2156  0.272
C 0.7918 1.2016 -0.7937  -0.821
C -0.0151 -3.2845 5.4702  0.704
H 1.1779 2.8997 -8.1312  0.384
H -1.4539 1.6623 -3.1748  0.311
C -0.5946 -0.2521 2.3307  -0.209
H 1.8630 2.1467 -5.8722  0.405
O 1.6589 2.2047 -3.3323  -0.619
C -0.8423 -3.5128 6.7018  -1.162
H -1.3647 0.3673 2.8135  0.389
H -1.4031 -4.4371 6.5733  0.285
O -0.7070 -2.6244 4.5359  -0.403
H -2.6182 4.0715 -6.5642  0.388
H -0.8859 -2.1478 1.3123  0.385
H 3.1416 -1.1528 2.7204  0.289
H 1.4501 -1.3224 4.4519  0.367
C 2.3020 -1.8393 2.5368  -0.665
H 1.5618 0.6529 1.1339  0.551
H 2.6299 -3.3537 3.7252  0.400
H 0.3240 -3.3741 2.9260  0.573
C 0.0003 2.6498 -4.9667  0.428
H 1.7146 1.5538 -1.2150  0.539
C 0.7090 0.7073 0.4724  -0.162
H -1.9456 3.3303 -4.3329  0.389
O 2.6728 -3.1677 2.7749  -0.558
O -2.6974 -0.0235 0.7310  -0.638
C 1.1113 -1.4075 3.4127  0.072
C 0.8799 2.5583 -6.0433  -0.436
C -0.0476 -2.4089 3.2880  0.391
C -1.0062 -1.7371 2.3134  -1.150
H -0.1938 -3.6170 7.5666  0.361
C -1.2634 3.2027 -5.1613  -0.351
C -0.7693 3.5195 -7.4905  -0.362
N -0.5085 1.7113 -2.8149  -0.076
N -1.5638 0.8390 -1.0315  -0.632
H -2.0405 -1.8638 2.6203  0.282
H -1.5455 -2.6969 6.8368  0.328
O 1.1246 -3.6486 5.3177  -0.557
C -1.6404 3.6371 -6.4194  -0.696
H 2.0295 -1.7821 1.4782  0.345
C -0.4176 1.2380 -1.5265  0.605
N -0.4542 0.2668 0.9705  0.158

Cartesian forces (eV/Å) of the 3 atoms listed first:
O 0.1 0.2 -0.2
H 0.0 0.0 -0.1
C 0.0 0.0 0.0

DFT total energy = -35731.0613 eV
Gap between HOMO and LUMO = 0.33018 Ha
Largest force on an atom = 0.9 eV Å⁻¹
Relative energy (zero: lowest compared OMol25 entry of this formula, charge and spin) = 0.0 kJ/mol
Net charge = 0

***

(3)
# C18H36ClO20

A cluster of 9 separate species, C18H36ClO20 in total (ωB97M-V with the def2-TZVPD basis set, the OMol25 dataset).

Last column: Mulliken charge in e.
CARTESIAN COORDINATES (ANGSTROEM)
H -38.0201 -29.8756 29.9206  0.306
C -25.9397 -27.1322 18.0524  0.605
C -30.2198 -34.0665 20.5795  -1.228
C -37.4583 -28.9478 30.0282  0.426
H -29.8484 -34.0115 29.2061  0.221
H -35.0906 -25.1468 26.4478  0.373
H -26.2465 -24.5573 20.6331  0.347
H -36.4194 -24.0013 26.0863  0.347
O -34.9961 -21.8044 27.0866  -0.346
H -27.2781 -29.5890 28.3704  0.331
C -37.7244 -28.1342 31.3215  -0.430
H -33.0775 -23.9330 28.4357  0.323
O -27.1372 -27.6560 18.5013  -0.270
H -33.1571 -32.4706 26.4903  0.314
H -34.9022 -23.7276 25.4399  0.369
H -29.1073 -32.6801 28.2412  0.241
O -29.8956 -28.9141 24.3598  -0.655
H -33.2950 -31.8496 25.1166  0.337
H -29.2786 -32.4997 29.9617  0.246
H -29.5710 -34.8828 20.2619  0.301
C -27.3379 -27.0880 19.7759  -0.505
H -32.0306 -34.1229 19.2560  0.307
Cl -31.0176 -28.1170 24.6866  1.635
O -27.5222 -24.9202 30.2256  -0.501
H -26.2725 -25.6045 21.9507  0.420
H -30.7311 -31.4633 20.2164  0.309
H -29.6553 -33.2246 20.9801  0.319
H -30.9560 -31.4812 28.8792  0.299
H -32.7627 -23.2059 26.9045  0.291
O -25.3460 -26.3755 18.9996  -0.299
O -31.2401 -28.0374 26.1106  -0.642
O -25.4650 -27.4543 16.9506  -0.582
O -31.0900 -32.4277 28.9683  -0.482
H -28.0649 -26.2760 19.7628  0.277
C -27.6476 -24.3340 28.9998  -0.458
H -25.5134 -27.6357 20.6298  0.310
H -36.8469 -27.5840 31.6612  0.321
H -24.6854 -25.1993 21.1589  0.343
H -35.8580 -29.7259 28.8670  0.361
H -28.4222 -24.8837 28.4651  0.174
O -39.6419 -26.4589 28.9917  -0.585
H -35.5898 -29.5470 30.5968  0.387
O -30.6391 -26.7891 24.2278  -0.691
O -34.0622 -19.7854 27.8851  -0.591
H -27.9394 -23.2993 29.1794  0.272
O -32.1899 -28.6085 23.9783  -0.648
C -31.1602 -33.4879 19.4214  0.376
C -36.0278 -29.0694 29.7204  -1.444
C -30.4163 -32.2781 17.5872  0.662
O -26.9153 -29.4825 29.2498  -0.651
C -29.7539 -32.9328 29.0816  -0.525
H -35.4190 -23.3274 28.4630  0.256
O -38.7812 -27.2526 30.9610  -0.331
O -31.2820 -31.5229 18.2156  -0.301
H -30.6974 -34.3778 21.5085  0.382
O -33.1647 -21.8426 28.3116  -0.299
O -30.2469 -33.4684 18.2914  -0.365
H -27.7528 -27.8457 20.4406  0.313
O -38.0640 -28.0858 29.0671  -0.343
H -26.7061 -24.4590 28.4649  0.216
C -31.4042 -32.0002 19.5481  -0.533
H -32.3811 -31.8490 20.0074  0.326
C -34.0281 -21.0213 27.7357  0.674
H -27.0462 -28.5562 29.4528  0.319
O -33.3843 -32.6799 25.5843  -0.654
H -38.0617 -28.8918 32.0288  0.310
O -29.7576 -31.9358 16.6244  -0.555
C -25.9070 -26.7135 20.2023  0.479
C -38.9170 -27.2155 29.6349  0.697
C -35.3671 -24.0966 26.3541  -1.342
H -35.5234 -28.1068 29.6356  0.324
C -33.4132 -23.1328 27.7760  -0.532
C -34.8807 -23.1821 27.5264  0.476
C -25.7380 -25.4428 21.0146  -1.439
H -26.9711 -24.3385 30.7543  0.300

Cartesian forces (eV/Å) of the 3 atoms listed first:
H 0.2 -0.2 0.6
C 0.9 -2.4 -3.8
C -1.1 1.0 0.2

DFT total energy = -72715.3323 eV
Gap between HOMO and LUMO = 0.30543 Ha
Largest force on an atom = 4.6 eV Å⁻¹
Net charge = -1

***

(4)
# C3H9N3O

An isolated molecule of C3H9N3O (ωB97M-V with the def2-TZVPD basis set, the OMol25 dataset).

Last column: Mulliken charge in e.
CARTESIAN COORDINATES (ANGSTROEM)
H -2.0023 -1.3110 -0.4729  0.347
C -0.6418 0.4024 0.8772  0.253
N -0.1388 -0.4357 -0.5061  0.136
O -1.8456 0.3540 1.0239  -0.657
H 0.8489 -0.6292 -0.2874  0.493
N 1.7636 0.7262 0.8639  -0.592
H -0.9210 -1.9200 -1.7659  0.325
H 0.3391 1.5426 2.3200  0.419
H -0.6716 -2.4077 -0.0657  0.317
N -0.1484 0.4135 -1.6561  -0.761
H -1.0926 0.7964 -1.7386  0.280
H 2.1935 1.6133 0.6128  0.200
H 2.3726 0.3096 1.5638  0.219
C 0.4474 0.9496 1.4219  -0.395
C -0.9784 -1.6017 -0.7257  -0.879
H 0.4754 1.1978 -1.4652  0.295

Cartesian forces (eV/Å) of the 3 atoms listed first:
H 0.1 0.0 0.0
C -0.6 -0.6 -0.8
N 0.3 0.4 0.5

DFT total energy = -9772.5750 eV
Gap between HOMO and LUMO = 0.30879 Ha
Largest force on an atom = 1.2 eV Å⁻¹
Relative energy (zero: lowest compared OMol25 entry of this formula, charge and spin) = 286.0 kJ/mol
Net charge = 0